Below is a molecular structure, C21H14Cl2N2O6Pt, with properties calculated with ωB97M-V with the def2-TZVPD basis set.

Each line ends with the natural charge from an NBO analysis.
Positions of all 46 atoms, in Å:
Pt: 0.51 2.26 -1.63  1.179
O: 4.65 0.87 -1.37  -0.613
C: 3.43 1.30 -1.21  0.799
O: 2.42 0.65 -1.47  -0.636
C: 3.34 2.67 -0.63  0.060
C: 4.35 3.28 0.09  -0.160
C: 4.10 4.53 0.65  -0.122
C: 2.86 5.13 0.47  -0.156
C: 1.90 4.45 -0.27  0.115
N: 2.15 3.26 -0.80  -0.458
C: 0.51 4.96 -0.52  0.721
O: 0.22 6.10 -0.31  -0.488
O: -0.31 4.02 -0.98  -0.683
H: 4.64 -0.02 -1.77  0.525
H: 5.30 2.78 0.21  0.265
H: 4.86 5.02 1.23  0.259
H: 2.62 6.10 0.87  0.278
Cl: -4.37 -4.44 -0.54  0.131
C: -2.68 -4.62 -0.33  0.002
C: -2.04 -5.71 -0.84  -0.227
C: -0.67 -5.85 -0.65  -0.046
C: 0.07 -4.92 0.09  -0.221
C: -0.55 -3.81 0.60  -0.029
Cl: 0.33 -2.78 1.66  0.106
C: -1.94 -3.58 0.35  0.150
N: -2.64 -2.52 0.78  -0.397
C: -2.29 -1.18 1.12  0.134
C: -3.01 -0.64 2.17  -0.167
C: -2.78 0.66 2.59  -0.124
C: -1.84 1.44 1.94  -0.194
C: -1.16 0.91 0.85  -0.065
C: -1.36 -0.40 0.41  -0.088
C: -0.72 -0.84 -0.83  -0.399
C: -1.47 0.00 -2.16  0.855
O: -2.43 -0.65 -2.46  -0.361
O: -0.90 1.03 -2.56  -0.650
H: -2.61 -6.46 -1.38  0.272
H: -0.16 -6.71 -1.07  0.258
H: 1.11 -5.08 0.30  0.265
H: -3.64 -2.70 0.83  0.444
H: -3.74 -1.26 2.69  0.244
H: -3.34 1.07 3.42  0.256
H: -1.67 2.47 2.24  0.253
H: -0.53 1.58 0.26  0.190
H: -0.85 -1.87 -1.11  0.243
H: 0.32 -0.51 -0.96  0.278

Values from the calculation:
- Lowest unoccupied orbital energy (alpha / beta): -6.16 / -9.79 eV
- Relative energy (zero: lowest compared OMol25 entry of this formula, charge and spin): 0.0000 eV
- Net charge: +2
- Spin multiplicity: 5
- Expectation value of S²: 6.044